[1]
29
Properties=species:S:1:pos:R:3:forces:R:3 method="wB97M-V/def2-TZVPD" e_above_lowest_kcal_mol=36.9 energy_ev=-18532.2187 multiplicity=3 homo_lumo_gap_ev="6.75 / 9.28" s2=2.025 lumo_energy_ev="0.98 / -0.69"
C 2.540 -1.148 2.905 -0.64 -0.01 3.36
C 2.066 -2.110 -1.994 -1.49 1.12 0.28
C 2.299 2.533 -0.957 -0.13 2.30 -0.78
C 2.230 -1.302 1.663 0.61 0.87 -3.20
C 1.685 -0.930 -1.467 1.21 2.55 -0.14
C 2.471 1.788 0.138 -0.66 -1.75 -0.34
C -3.479 0.395 0.319 -2.21 0.28 0.14
C -1.647 0.273 -1.300 -2.72 1.10 -0.34
C -1.220 0.671 1.041 2.17 3.60 1.64
C -2.039 0.007 0.114 -0.45 -1.11 0.26
Si 2.015 -0.060 0.313 -0.21 -0.45 -2.45
H 2.504 -1.958 3.620 0.59 -0.49 -0.17
H 2.513 -0.222 3.423 0.17 1.06 0.11
H 1.846 -2.215 -3.044 0.34 -0.39 -0.29
H 2.322 -2.984 -1.438 0.38 -0.36 0.37
H 2.555 3.668 -1.084 -0.21 -2.23 0.82
H 1.789 2.206 -1.859 0.17 -0.47 0.12
H 2.346 -2.285 1.260 -0.56 -0.78 -0.33
H 1.456 -0.121 -2.297 0.18 -1.58 1.78
H 2.881 2.226 1.009 0.52 0.54 0.81
H -3.912 0.377 -0.674 -0.69 -0.43 -0.08
H -3.839 1.392 0.682 1.31 -0.51 0.03
H -3.966 -0.334 0.971 -0.19 0.05 -0.16
H -0.732 -0.138 -1.537 1.79 -1.14 -0.75
H -1.515 1.374 -1.319 -0.44 -0.36 -0.81
H -2.530 -0.134 -1.920 1.81 0.90 0.28
H -0.984 1.704 0.728 0.20 -0.31 0.23
H -1.056 0.565 2.111 -0.35 -0.77 -0.24
H -1.906 -1.028 0.342 -0.49 -1.22 -0.15


[2]
37
Properties=species:S:1:pos:R:3:forces:R:3 method="wB97M-V/def2-TZVPD" e_above_lowest_kcal_mol=13.6 energy_ev=-174666.5601 homo_lumo_gap_ev=3.46 lumo_energy_ev=-2.90
C -1.147 1.726 2.111 0.37 -0.70 -0.22
C -0.836 2.032 0.668 -0.26 -0.20 0.19
O -1.548 2.773 0.055 -0.14 0.62 -0.32
N 0.315 1.435 0.082 0.12 0.38 -1.45
C 0.862 2.178 -1.103 0.21 -0.64 0.54
C 0.187 0.028 -0.202 -0.31 -1.20 2.67
C -1.186 -0.510 -0.659 0.22 0.18 -1.38
C -1.883 0.284 -1.785 -0.33 0.16 -0.04
C -3.379 0.357 -1.492 0.29 -0.44 0.54
I -4.535 0.896 -3.180 -0.03 0.11 0.04
C 0.601 -0.773 1.090 -0.85 -0.04 -0.15
C 1.304 -2.052 0.606 0.66 1.01 1.17
Br 0.175 -3.589 0.389 -0.01 -0.08 -0.44
P 2.616 -2.569 1.904 -0.35 -1.21 0.52
N 2.130 -3.715 2.829 0.36 0.22 -0.08
C 1.834 -1.564 -0.689 -0.26 -0.51 0.28
N 1.261 -0.495 -1.088 0.82 0.06 -0.64
H -1.393 2.650 2.622 -0.09 0.01 0.01
H -0.318 1.220 2.598 0.01 0.14 0.21
H -2.007 1.053 2.117 -0.14 0.14 0.19
H 1.947 2.127 -1.038 0.01 0.12 -0.03
H 0.614 3.229 -1.083 -0.16 -0.04 0.00
H 0.567 1.718 -2.049 -0.30 0.36 -0.13
H -1.018 -1.516 -1.046 -0.07 -0.14 0.21
H -1.849 -0.641 0.195 0.13 0.31 0.20
H -1.773 -0.209 -2.752 0.27 -0.09 0.04
H -1.474 1.285 -1.881 -0.11 0.06 0.00
H -3.585 1.026 -0.659 -0.06 0.28 -0.22
H -3.714 -0.629 -1.171 -0.21 -0.02 -0.24
H -0.251 -0.966 1.736 -0.04 -0.20 -0.07
H 1.270 -0.132 1.664 0.29 -0.08 -0.20
H 2.804 -1.398 2.648 0.13 0.38 -0.56
H 3.761 -2.867 1.138 0.10 0.55 -0.13
H 2.710 -4.543 2.782 -0.28 -0.19 0.03
H 2.632 -2.066 -1.222 -0.14 0.16 -0.40
H 1.553 -0.077 -1.970 -0.25 0.38 0.09
Br 2.751 4.292 -2.165 0.37 0.16 -0.24


[3]
32
Properties=species:S:1:pos:R:3:forces:R:3 method="wB97M-V/def2-TZVPD" e_above_lowest_kcal_mol=0.0 energy_ev=-84249.2481 homo_lumo_gap_ev=8.40 total_charge=+1 lumo_energy_ev=-3.99
C -1.658 0.739 -0.946 -0.35 1.11 0.23
C -1.052 1.526 0.213 -1.05 0.06 0.94
C -2.869 0.215 -1.146 0.41 -0.19 -0.07
C 0.406 1.026 0.529 1.89 -0.08 1.79
C -0.371 -1.220 -0.112 1.85 0.43 1.10
C 0.863 0.804 2.017 -1.36 -1.26 -0.06
C 1.396 2.163 0.091 -5.33 1.90 -1.64
C -0.279 -2.250 -1.134 1.51 0.04 -3.60
C -1.373 -1.469 1.003 1.03 -0.42 -1.87
C 1.825 -0.416 -0.858 -0.65 1.29 -2.43
N 0.619 -0.318 -0.067 -1.62 -0.89 -0.89
O -0.767 0.825 -1.943 1.75 1.09 0.72
Br -4.109 0.130 0.236 -0.61 0.06 -0.08
H -0.918 2.549 -0.205 -0.38 -0.59 0.47
H -1.778 1.594 1.109 1.36 -0.23 -1.35
H -3.130 -0.206 -2.129 -0.09 0.22 0.68
H 0.648 1.705 2.593 0.77 -0.15 0.17
H 1.843 0.263 2.120 -0.31 1.58 -0.40
H 0.263 0.007 2.441 -0.71 0.06 0.29
H 0.985 2.654 -0.863 1.14 -1.08 0.76
H 2.422 2.143 0.103 2.25 -0.71 0.25
H 1.017 2.938 0.786 0.79 -0.17 0.00
H 0.411 -3.072 -1.062 0.61 -0.37 1.21
H 0.212 -1.839 -2.121 -1.36 -0.26 1.64
H -1.184 -2.766 -1.392 -0.76 0.26 0.13
H -0.758 -2.003 1.701 0.02 -0.28 0.85
H -2.157 -2.106 0.630 -0.07 -0.41 -0.13
H -1.870 -0.634 1.387 -0.19 1.30 0.98
H 2.622 -0.004 -0.328 1.01 1.38 1.12
H 2.252 -1.356 -1.014 -0.41 -2.07 -0.36
H 1.759 0.135 -1.865 -0.13 -0.77 1.53
H -1.031 0.498 -2.765 -1.05 -0.85 -1.99


[4]
37
Properties=species:S:1:pos:R:3:forces:R:3 method="wB97M-V/def2-TZVPD" energy_ev=-36627.4070 smiles="CC[C@@H](C)[C@@]1(CNC)OS(=O)(=O)O[C@]1(F)CCF" homo_lumo_gap_ev=10.10 lumo_energy_ev=0.55
C 1.302 -2.342 0.220 0.86 0.15 -0.29
C 1.859 -1.380 -0.837 -0.62 -0.24 -0.15
C 0.818 -0.491 -1.533 -0.15 -0.91 0.31
C -0.088 -1.382 -2.372 0.14 0.35 -0.36
C 0.084 0.514 -0.622 1.23 0.64 -0.37
C 0.957 0.880 0.585 -0.57 0.32 -0.16
N 0.427 1.962 1.388 0.34 0.00 0.56
C 1.381 2.280 2.469 -0.30 0.13 -0.76
O 0.103 1.765 -1.412 -0.11 -0.10 -0.07
S -1.249 2.569 -1.368 0.26 -0.76 0.73
O -1.858 2.487 -2.617 -1.09 -0.62 -1.76
O -1.100 3.841 -0.809 0.62 1.51 1.05
O -1.924 1.653 -0.253 0.11 -0.25 -0.28
C -1.389 0.319 -0.258 -1.59 0.82 0.84
F -2.157 -0.349 -1.181 0.47 -0.05 -0.10
C -1.763 -0.243 1.110 0.19 -0.49 -0.39
C -2.077 -1.726 1.120 -0.45 0.26 0.18
F -3.447 -1.918 0.959 -0.03 0.00 -0.13
H 2.007 -2.409 1.033 0.05 0.02 0.52
H 0.336 -2.059 0.596 -0.25 0.09 0.22
H 1.254 -3.338 -0.187 -0.37 -0.42 -0.13
H 2.699 -0.812 -0.477 0.20 0.33 0.34
H 2.258 -1.989 -1.633 0.31 -0.15 -0.33
H 1.385 0.103 -2.228 0.12 0.54 -0.20
H -0.640 -2.093 -1.782 -0.18 -0.32 0.20
H -0.789 -0.812 -2.963 -0.22 0.16 -0.09
H 0.536 -1.916 -3.071 0.25 -0.34 -0.21
H 1.935 1.112 0.163 0.31 -0.01 -0.04
H 1.049 0.027 1.238 0.20 -0.43 0.14
H 0.339 2.809 0.839 -0.25 -0.07 -0.16
H 2.181 2.901 2.075 0.38 0.18 0.11
H 1.827 1.374 2.843 0.08 -0.39 0.28
H 0.895 2.802 3.278 -0.19 0.14 0.21
H -1.050 0.011 1.875 0.34 0.18 0.05
H -2.680 0.253 1.377 -0.41 0.26 0.16
H -1.587 -2.285 0.336 0.11 -0.19 -0.13
H -1.835 -2.118 2.097 0.21 -0.34 0.20


[5]
35
Properties=species:S:1:pos:R:3:forces:R:3 method="wB97M-V/def2-TZVPD" e_above_lowest_kcal_mol=9.4 energy_ev=-31302.7681 smiles="C#CCCCN(CCCCCN)S(=O)(=O)F" homo_lumo_gap_ev=9.66 lumo_energy_ev=0.62
C 1.207 3.695 2.197 0.23 -0.78 0.09
C 0.529 3.493 1.230 -0.40 0.25 -0.66
C -0.274 3.149 0.032 0.30 0.04 0.68
C 0.024 1.665 -0.279 -0.11 0.52 -0.32
C -0.817 1.096 -1.438 0.97 0.17 -0.19
N -0.977 -0.354 -1.198 -1.92 -0.98 0.09
C -1.965 -0.639 -0.121 0.04 0.58 1.35
C -1.368 -1.351 1.134 -0.19 -0.98 -0.94
C -0.002 -2.071 0.881 -0.61 0.31 1.49
C 1.147 -1.306 1.590 0.74 -0.19 -0.17
C 2.421 -0.962 0.737 -0.10 0.26 -0.02
N 2.400 -1.292 -0.683 0.28 0.01 0.32
S -1.281 -1.165 -2.624 1.82 1.27 -2.09
O -0.046 -1.673 -3.097 0.48 -1.08 0.67
O -1.916 -0.324 -3.580 -1.44 0.02 0.55
F -2.207 -2.396 -2.309 0.26 0.71 0.59
H 1.865 3.522 3.018 -0.06 0.53 0.09
H -0.018 3.815 -0.798 0.00 -0.15 0.04
H -1.331 3.319 0.270 0.09 -0.16 -0.13
H 1.078 1.600 -0.569 -0.13 -0.13 0.20
H -0.085 1.110 0.657 -0.17 -0.08 -0.26
H -0.223 1.215 -2.351 -0.24 -0.02 0.08
H -1.765 1.623 -1.611 -0.01 -0.27 0.26
H -2.847 -1.194 -0.450 0.34 0.09 -0.33
H -2.342 0.337 0.215 -0.04 -0.19 -0.22
H -2.089 -2.132 1.413 0.05 0.26 -0.03
H -1.332 -0.679 1.996 0.25 0.02 -0.25
H -0.103 -3.038 1.392 0.16 0.09 -0.26
H 0.164 -2.300 -0.172 0.06 0.31 0.12
H 0.796 -0.374 2.050 -0.16 -0.20 -0.22
H 1.481 -1.917 2.440 -0.09 0.13 -0.17
H 3.299 -1.433 1.195 -0.17 -0.02 -0.20
H 2.614 0.118 0.805 -0.11 -0.22 0.05
H 2.352 -2.294 -0.817 -0.10 0.07 -0.18
H 1.613 -0.862 -1.154 -0.02 -0.20 -0.03


[6]
31
Properties=species:S:1:pos:R:3:forces:R:3 method="wB97M-V/def2-TZVPD" e_above_lowest_kcal_mol=162.0 energy_ev=-13645.8959 homo_lumo_gap_ev=8.73 total_charge=+1 lumo_energy_ev=-3.19
C -0.109 1.875 -0.233 -0.47 -1.49 1.39
C 1.593 1.872 0.073 -4.04 1.62 -0.99
C 1.273 -0.591 0.554 -1.10 1.18 2.12
C -1.317 1.195 -0.146 2.81 1.99 0.05
C -0.002 -0.920 -0.250 0.45 -1.33 -1.95
C -2.728 1.786 -0.465 3.46 1.45 1.54
C 0.291 -0.528 -1.720 3.70 0.19 1.87
C -0.281 -2.491 -0.329 2.66 0.81 3.72
C 3.497 0.648 0.416 2.28 3.22 -1.84
C -1.756 -0.330 1.622 2.24 -4.46 2.72
N 2.061 0.734 0.348 -1.32 -3.07 0.06
N -1.272 -0.246 0.232 -2.53 0.76 -1.21
H -0.211 2.849 -0.596 -0.57 1.53 -0.40
H 0.996 -0.698 1.674 1.06 0.14 -1.67
H 1.929 -1.344 0.220 1.00 -1.09 0.18
H -2.528 2.311 -1.380 -0.68 -0.08 -0.83
H -2.935 2.630 0.266 -0.29 -1.51 -0.57
H -3.381 0.964 -0.505 -1.55 -0.44 -0.23
H -0.307 -1.016 -2.432 -1.27 0.28 -1.06
H 1.359 -0.904 -1.948 -1.56 -0.07 0.48
H 0.545 0.526 -1.629 -1.01 -0.06 -1.65
H 0.431 -2.918 -1.057 -1.00 0.11 0.04
H -1.346 -2.670 -0.422 0.10 -0.46 -0.37
H 0.132 -2.906 0.708 -1.35 0.41 -1.99
H 3.978 0.242 -0.525 -0.83 -0.08 1.15
H 3.916 1.785 0.427 -1.21 -2.72 0.12
H 3.820 0.196 1.302 0.55 -1.02 1.16
H -0.946 0.059 2.262 -0.87 0.35 -0.13
H -2.735 0.036 1.802 -0.58 1.05 -0.32
H -1.864 -1.490 2.013 0.44 2.60 -1.40
H -2.103 -0.655 -0.281 1.48 0.17 0.03


no.,F_max (eV/A)
1,4.511
2,2.941
3,5.894
4,2.160
5,3.046
6,5.688